# 1
Formula: C28H87F2N8O16PbS2
Source: the OMol25 dataset
Level of theory: wB97M-V/def2-TZVPD

Results
HOMO-LUMO gap = 6.6694 eV
HOMO = -10.56 eV
ΔE to the lowest compared entry with this formula, charge and spin = 0.0 kcal per mole
Charge = +1
LUMO energy = -0.1428 Ha
Largest force on an atom = 4.52 eV/A

Element x y z (Å)
H  -1.870  -2.050  -3.116
H  3.960  0.257  -0.944
H  3.823  0.651  -4.729
H  -1.808  -5.814  -3.365
N  -1.738  3.343  -7.456
H  0.064  -3.747  7.655
C  -0.709  -1.448  6.317
H  4.756  0.221  -2.265
H  0.984  -0.073  -4.318
C  -0.303  0.811  5.721
H  -2.261  4.138  -7.095
C  -2.281  2.107  -6.830
H  -0.306  -1.730  5.328
H  -3.374  2.156  -6.739
H  3.907  2.176  2.652
N  2.593  4.098  1.200
H  -2.083  -3.222  -6.031
H  4.196  3.779  3.393
H  -5.931  -4.326  -0.077
H  -7.663  -4.239  0.158
N  4.814  -1.568  3.281
C  2.358  -1.685  -4.838
H  2.394  -0.013  -7.016
H  -4.892  1.050  -0.354
H  0.435  1.099  6.483
H  -0.785  1.042  -3.233
H  -4.862  -2.012  -0.817
N  -0.182  -1.303  8.731
C  1.851  -2.016  -2.577
C  -1.170  -3.318  -5.444
O  -0.231  0.085  -0.829
O  -2.460  1.160  0.983
C  -4.856  0.460  -1.286
O  -1.224  -0.123  6.188
C  4.254  -1.068  7.540
H  3.241  -1.821  -5.462
H  -6.195  -3.444  -2.396
H  3.218  2.547  4.215
O  4.348  -0.863  6.145
C  -6.737  -3.668  0.251
C  -1.927  0.894  -7.673
C  -5.804  -1.490  -0.548
O  -2.322  5.263  0.133
O  4.270  0.822  -1.688
O  -0.735  1.376  2.701
H  4.428  -0.764  1.494
H  -6.666  -3.390  1.301
H  4.006  -2.077  7.870
H  1.320  -1.056  -2.517
H  -2.211  -0.078  -3.016
H  0.730  -0.469  -6.774
H  -2.435  1.706  -2.992
N  2.871  0.682  -4.381
H  2.965  0.490  -3.387
H  5.007  -2.504  2.940
H  2.312  -1.962  2.234
H  -1.239  -2.237  -0.887
H  -0.383  -4.190  -3.634
H  1.254  -0.999  7.154
C  -1.664  2.006  -5.452
H  2.155  5.434  3.591
H  3.271  3.494  0.712
C  3.467  2.978  3.244
H  1.666  -3.069  8.126
F  1.508  1.597  -1.039
H  1.536  -2.228  3.814
C  2.223  3.530  2.539
H  2.300  -2.145  -1.590
H  -0.853  0.709  -7.720
H  -2.365  -0.006  -7.234
H  2.138  3.804  -2.802
H  -3.185  -3.026  -3.569
H  -0.377  -3.827  -1.160
C  1.538  0.129  -6.349
H  -0.926  5.076  4.337
O  -2.142  0.863  -4.785
H  5.521  3.450  -0.840
S  -1.346  1.837  1.516
O  -5.951  -0.368  -1.395
H  -4.796  1.180  -2.102
H  1.230  4.045  4.300
H  1.574  2.686  2.309
H  0.107  6.520  4.092
H  1.084  -2.784  -2.731
H  -2.329  0.963  -8.687
O  3.934  -0.406  0.724
H  4.378  2.465  -1.161
H  3.082  -0.124  1.074
C  -1.355  -3.980  -4.097
C  -1.328  -3.326  -0.947
H  -0.567  1.965  -5.521
O  1.313  0.444  1.020
H  1.295  -3.342  6.476
H  -1.957  3.306  -8.448
H  -0.379  -3.794  -6.021
H  -0.801  -2.293  -5.284
H  -0.747  -2.098  9.006
C  -0.504  5.757  3.600
H  -1.563  -2.087  6.536
C  3.498  -1.429  3.988
O  2.202  4.329  -1.989
C  1.518  4.569  3.384
H  2.614  -2.065  5.818
H  -1.905  2.911  -4.859
H  1.553  -2.402  -5.040
C  2.477  -2.292  3.251
H  5.548  -1.363  3.957
F  -1.851  3.253  1.962
H  0.196  0.468  4.808
H  3.184  4.924  1.355
N  -7.074  -3.032  -2.072
N  -0.220  2.366  0.379
H  -5.684  -1.198  0.508
O  0.353  5.019  2.718
H  -2.947  -5.262  -4.338
O  2.854  -2.056  -3.537
O  -2.373  -3.651  -1.864
H  -3.893  -0.066  -1.231
Pb  0.405  4.661  -0.029
N  -1.933  -5.320  -4.245
C  -6.903  -2.502  -0.707
H  -1.651  -3.713  0.022
O  4.560  3.392  -0.868
C  3.621  -1.840  5.429
H  3.056  4.055  -1.572
H  -2.827  4.635  -0.407
H  -7.882  -2.063  -0.476
C  -2.166  -3.111  -3.151
C  0.349  -1.560  7.391
H  1.246  1.177  -6.371
H  3.525  -0.352  7.930
H  -0.795  -0.491  8.712
H  5.213  -0.824  8.002
H  -2.811  6.094  0.057
H  -0.875  1.711  5.493
H  2.732  -3.351  3.338
H  3.215  -0.381  3.855
C  0.835  -3.015  7.418
H  4.158  -2.800  5.486
H  -7.215  -2.253  -2.712
C  -1.853  0.865  -3.407
S  0.470  0.968  0.012
H  -1.309  6.266  3.084
C  1.882  -0.252  -4.915

# 2
Formula: C28H97N7O17
Source: the OMol25 dataset
Level of theory: wB97M-V/def2-TZVPD

Results
HOMO-LUMO gap = 9.2771 eV
HOMO = -8.99 eV
ΔE to the lowest compared entry with this formula, charge and spin = 9.3 kcal per mole
Charge = 0
LUMO energy = 0.0106 Ha
Largest force on an atom = 1.94 eV/A

Element x y z (Å)
H  6.661  -3.551  7.757
H  0.298  -3.993  -7.329
H  -0.150  2.776  5.857
H  -7.083  5.598  1.560
C  -1.441  0.511  -5.844
H  3.884  -3.274  1.542
H  -3.041  4.305  2.322
O  -3.500  2.552  -1.982
H  -5.246  -3.829  -0.568
C  2.145  1.754  -7.598
N  1.500  -1.571  0.078
H  -1.891  0.590  4.660
H  2.120  -3.367  -2.388
C  -3.341  -4.120  0.093
H  -2.508  -2.467  1.199
H  -3.825  3.000  -2.773
C  0.347  5.091  4.464
H  -1.653  2.167  0.851
H  -0.960  -0.553  -0.043
H  -1.971  3.763  -1.712
H  -0.298  4.222  -2.867
H  5.210  0.267  2.772
O  -0.931  -2.360  -2.687
C  -2.038  -4.659  -0.495
H  0.169  -2.040  1.507
H  5.149  -1.798  8.308
O  4.845  -3.117  2.951
C  -0.327  2.633  4.780
H  -1.393  2.787  4.586
H  1.668  -4.173  -8.259
H  2.177  -1.030  -3.350
H  1.580  2.038  -5.004
O  1.484  -0.927  -2.687
C  6.038  0.023  3.437
H  -0.042  2.162  -3.338
O  2.084  -4.343  -6.268
H  -1.745  -4.081  -1.372
H  3.492  -4.155  -4.128
H  -0.964  0.570  6.180
H  -1.285  -4.557  0.288
H  -3.542  2.245  4.266
H  -7.071  3.080  -0.212
O  1.232  1.025  -6.807
H  -1.963  1.338  -6.333
H  0.195  0.013  -4.579
N  -4.406  -4.289  -0.916
N  0.383  3.531  2.625
H  1.123  -0.344  3.192
H  -2.241  0.001  -5.299
H  7.357  -0.798  5.533
H  -2.860  -2.053  -0.462
C  2.652  -6.193  -4.134
H  6.433  0.946  3.870
O  -2.452  -0.178  -2.393
H  -0.405  3.057  0.058
N  -0.825  1.690  -3.791
O  5.560  -0.868  4.424
C  -4.627  -0.758  0.667
H  -3.196  1.680  -2.305
O  -1.466  4.544  -2.023
C  -0.900  2.085  0.064
H  -3.157  1.419  2.687
H  -4.194  -3.689  -1.713
C  0.770  1.731  -5.678
C  1.565  -4.062  -4.985
H  3.101  -6.515  -5.071
H  5.896  -0.432  7.506
N  2.130  -4.362  -2.607
O  -4.428  3.089  2.692
H  4.317  -1.058  6.896
H  1.247  2.509  -2.217
H  1.968  -0.771  -0.349
H  2.479  -1.151  2.394
C  5.977  -2.249  6.324
H  1.642  -0.042  -2.301
O  3.386  -3.620  0.765
H  -5.867  2.041  1.631
C  0.661  -1.113  1.199
C  5.281  -1.318  7.341
C  -0.903  0.398  5.103
H  7.590  -2.250  7.549
H  -0.761  -3.307  -2.782
H  1.894  0.485  1.892
H  -3.844  -0.199  1.186
H  0.312  2.650  -6.077
H  -2.031  -1.050  -2.571
H  0.951  -1.808  -0.747
H  7.206  -2.196  4.564
C  -5.094  2.798  1.460
C  1.368  -3.736  -7.304
H  0.416  5.252  5.544
H  -5.661  3.276  -1.024
C  -3.917  1.920  3.300
H  -0.706  -0.639  4.843
C  2.540  -4.675  -3.986
H  -7.658  3.886  1.838
O  0.018  1.287  4.507
H  1.475  -2.966  -4.877
H  -5.556  -0.437  1.145
C  1.612  -0.515  2.231
O  1.676  1.727  -1.799
C  6.600  -1.493  5.147
H  -4.742  -0.521  -0.391
H  1.125  5.635  3.937
H  1.667  3.395  4.191
H  1.476  -2.648  -7.281
H  -4.328  2.444  0.760
H  0.771  4.050  -3.952
C  -0.443  -0.108  0.813
O  -4.470  -2.138  0.916
H  -0.061  -1.930  -2.718
C  0.599  3.618  4.102
H  0.506  -4.335  -4.873
H  -1.313  2.480  -4.216
C  -6.810  4.570  1.800
H  1.220  3.896  2.184
H  -1.909  0.449  -2.929
H  0.318  2.553  2.351
H  -4.691  1.149  3.391
H  -1.119  -0.200  -6.604
H  5.245  -2.911  5.857
H  2.652  -2.981  0.631
C  -3.241  -2.625  0.389
H  2.861  2.286  -6.964
H  1.600  2.532  -8.148
H  1.145  1.538  -0.984
H  -4.912  4.784  0.734
H  -6.429  4.673  2.820
H  2.885  -4.641  -1.981
N  7.064  -2.955  7.045
N  -6.335  3.747  -0.431
H  5.082  -2.373  3.546
H  5.072  -3.916  3.439
H  -1.008  0.059  1.734
H  -1.512  4.372  2.384
O  0.100  1.110  0.299
H  -1.531  5.181  -1.299
H  3.401  -6.508  -3.402
O  -2.296  4.917  2.186
H  -3.599  -4.648  1.011
C  -5.718  4.057  0.861
H  -0.682  5.367  4.240
O  0.616  3.923  -3.009
H  -2.211  -5.692  -0.790
H  6.836  -0.411  2.827
H  -1.417  1.972  -0.893
C  -0.295  0.919  -4.942
H  1.693  -6.659  -3.921
H  2.635  1.111  -8.321

# 3
Formula: C29H13F4N6O2Ti
Source: the OMol25 dataset
Level of theory: wB97M-V/def2-TZVPD

Results
HOMO-LUMO gap (spin up / spin down) = 4.7585 / 5.7335 eV
HOMO (spin up / spin down) = -13.76 / -14.42 eV
2S+1 = 2
ΔE to the lowest compared entry with this formula, charge and spin = 0.0 kcal per mole
Charge = +2
LUMO energy (spin up / spin down) = -0.3308 / -0.3194 Ha
Largest force on an atom = 0.52 eV/A

Element x y z (Å)
C  -2.722  4.634  -1.529
H  3.404  -5.818  -0.812
C  -1.707  2.152  -1.903
C  1.035  -0.200  4.421
O  0.133  -2.082  -2.449
F  -3.801  1.214  -2.002
C  -1.349  4.450  -1.586
H  3.630  -2.858  5.427
N  1.417  0.572  -1.635
H  -0.697  -0.898  -3.906
H  0.951  -1.520  -4.282
C  -5.961  2.673  -1.547
C  2.440  -2.081  3.837
H  -1.180  1.627  2.530
C  1.147  1.740  -1.708
C  -0.028  -1.754  -3.871
C  2.733  -5.052  -1.173
N  2.404  4.893  -1.982
N  1.374  -1.929  1.231
C  1.634  4.046  -1.893
H  -0.261  1.461  4.813
C  2.901  -2.111  5.144
C  2.283  -5.092  -2.484
C  -5.061  3.763  -1.564
Ti  0.065  -0.587  -1.042
C  2.447  -1.200  6.101
C  1.520  -0.251  5.744
C  -0.775  3.190  -1.782
H  2.601  -5.888  -3.142
C  -3.643  3.574  -1.645
C  1.026  -3.126  -2.099
H  2.825  -1.246  7.112
N  -6.694  1.785  -1.510
N  -6.183  6.062  -1.381
C  1.415  -4.118  -2.968
H  2.693  -4.001  0.703
C  0.676  2.990  -1.805
N  1.004  -1.944  -0.029
H  1.152  0.465  6.467
H  1.057  -4.161  -3.986
H  -0.496  -2.601  -4.363
F  -1.264  0.849  -2.172
C  0.083  0.770  4.052
H  2.813  -2.795  3.119
C  1.481  -3.055  -0.788
O  -0.462  0.060  0.571
C  0.978  -1.031  2.096
F  -3.151  5.859  -1.322
C  -0.437  0.881  2.772
C  -3.063  2.301  -1.844
C  2.337  -4.038  -0.315
C  1.502  -1.129  3.458
C  -5.654  5.042  -1.471
F  -0.578  5.507  -1.417
C  0.009  0.007  1.805

# 4
Formula: C29H15BrCl3F4N3OPRhSe
Source: the OMol25 dataset
Level of theory: wB97M-V/def2-TZVPD

Results
HOMO-LUMO gap (spin up / spin down) = 5.6936 / 5.2070 eV
HOMO (spin up / spin down) = -12.69 / -14.39 eV
2S+1 = 5
Charge = +2
LUMO energy (spin up / spin down) = -0.2570 / -0.3375 Ha
Largest force on an atom = 3.63 eV/A

Element x y z (Å)
C  2.717  -4.501  -0.505
C  4.088  -5.061  1.431
C  -2.046  3.035  3.448
Cl  2.050  -1.751  2.340
C  -2.916  2.923  2.338
C  -4.017  -0.563  -0.737
C  -3.864  -3.050  0.424
C  4.580  2.426  -1.286
C  -1.227  3.599  -2.214
H  -3.654  3.709  2.252
P  -1.335  0.108  -0.107
C  -1.611  1.146  1.394
H  -1.740  1.354  -4.829
F  -4.219  0.740  -1.085
Br  -1.389  -2.588  1.729
H  -2.318  3.726  4.271
C  -0.743  1.254  2.513
C  -1.720  1.786  -3.804
C  -0.954  2.648  -1.191
H  5.725  3.361  0.313
C  -4.985  -2.661  -0.290
C  2.208  -3.359  0.174
H  -3.450  1.950  0.509
H  0.144  0.644  2.443
H  3.764  -3.768  3.164
C  -2.725  1.964  1.319
Se  1.627  0.198  -2.716
C  -5.036  -1.458  -0.955
Cl  2.221  -4.641  -2.099
C  -1.649  0.904  -2.717
H  -1.375  3.803  -4.369
F  -6.183  -1.111  -1.675
N  3.020  1.248  -2.751
C  -0.926  2.192  3.553
O  1.483  -2.504  -0.489
C  -1.252  1.304  -1.451
H  -1.257  4.618  -2.008
F  -5.993  -3.562  -0.401
H  4.152  -6.185  -0.431
C  2.568  1.236  -0.393
C  -2.797  -0.943  -0.132
F  -3.897  -4.213  1.074
C  4.893  2.692  0.043
H  -0.121  2.176  4.303
C  3.525  -3.986  2.124
C  -2.799  -2.150  0.559
N  1.543  0.457  -0.838
C  3.402  1.700  -1.490
H  5.054  2.748  -2.159
H  4.345  2.343  2.077
C  -1.562  3.134  -3.541
H  -1.920  -0.184  -2.799
C  3.717  -5.320  0.085
C  4.069  2.180  1.034
Rh  0.543  -0.924  0.325
H  -0.443  3.004  -0.322
Cl  5.194  -6.123  2.150
N  2.899  1.488  0.880
C  2.591  -3.193  1.512

# 5
Formula: C29H17AsF5N3PdSSe
Source: the OMol25 dataset
Level of theory: wB97M-V/def2-TZVPD

Results
HOMO-LUMO gap = 5.7740 eV
HOMO = -7.33 eV
ΔE to the lowest compared entry with this formula, charge and spin = 0.0 kcal per mole
Charge = 0
LUMO energy = -0.0573 Ha
Largest force on an atom = 0.39 eV/A

Element x y z (Å)
C  -2.901  4.037  2.156
H  -2.410  -3.425  3.320
C  -1.226  3.016  0.769
H  -2.880  -2.424  -5.353
C  -2.261  -2.769  -4.536
Pd  -0.861  -0.875  -0.731
C  1.643  1.032  1.176
H  1.154  -0.033  3.855
N  -0.104  -5.424  -3.360
H  5.301  2.235  1.376
C  1.921  1.594  -3.886
C  1.483  -0.356  -2.580
H  -3.602  2.856  3.805
C  -1.360  -1.810  2.376
C  0.309  0.155  -2.055
H  -0.569  3.063  -0.090
H  3.501  3.579  2.405
C  -1.591  -3.943  -4.597
C  2.657  0.270  0.605
H  -2.141  0.937  3.290
F  2.681  2.275  -4.747
Se  0.652  -5.366  -1.757
C  0.746  2.141  -3.407
C  0.104  -1.667  4.778
C  -2.933  2.904  2.955
H  -3.546  4.876  2.382
C  -2.046  4.093  1.063
F  3.423  -0.218  -3.935
F  -1.167  2.000  -2.088
C  1.947  2.221  1.830
C  -1.254  1.881  1.575
H  2.420  -0.660  0.104
H  -1.135  -3.296  5.416
H  -1.629  -4.601  -5.454
As  -0.162  0.363  1.103
H  4.758  0.113  0.227
C  3.971  0.704  0.678
C  -2.110  1.823  2.667
C  -1.636  -2.677  3.436
F  1.904  -1.595  -2.230
C  2.292  0.328  -3.471
H  0.677  -1.632  5.695
H  -2.685  -0.992  -3.363
C  3.265  2.651  1.900
H  -2.022  4.974  0.434
C  -0.026  1.413  -2.516
N  -1.441  -2.224  -2.331
F  0.370  3.361  -3.808
C  0.373  -0.778  3.748
C  -0.762  -3.420  -2.334
C  -0.805  -4.312  -3.466
C  4.275  1.895  1.323
S  -2.254  -1.923  0.866
N  -0.038  -3.806  -1.308
H  1.159  2.816  2.276
C  -2.153  -1.935  -3.380
C  -0.911  -2.602  4.615
C  -0.364  -0.846  2.575